{
  "formula": "C3H18Cd2O11",
  "method": "the ωB97M-V functional and the def2-TZVPD basis",
  "species": ["Cd", "Cd", "O", "O", "O", "O", "O", "O", "O", "O", "O", "O", "O", "C", "C", "C", "H", "H", "H", "H", "H", "H", "H", "H", "H", "H", "H", "H", "H", "H", "H", "H", "H", "H"],
  "xyz": [[-3.40, -1.43, 2.67], [0.93, -2.01, 3.06], [-1.47, -2.19, 4.79], [-2.63, 2.88, -0.03], [5.67, -0.93, -3.07], [-5.00, 0.20, 0.56], [-2.80, 1.38, 4.07], [-4.00, -3.65, 0.78], [-0.97, -0.82, 0.89], [5.26, 1.20, -2.72], [7.44, 0.47, -2.77], [1.12, 2.93, 0.75], [-1.45, -1.12, -2.80], [4.34, -0.83, -2.84], [6.26, 0.27, -2.93], [3.99, 0.66, -2.80], [-2.23, 3.54, 0.54], [3.59, 0.73, -1.78], [4.28, -1.24, -1.84], [-0.68, -1.57, -3.15], [1.39, 3.75, 1.17], [-5.64, 0.13, -0.15], [-2.10, 1.41, 4.72], [-1.37, -1.21, -1.85], [3.53, 1.01, -3.72], [-0.56, -0.11, 0.36], [1.50, 2.25, 1.30], [3.68, -1.35, -3.55], [-3.17, 2.26, 4.08], [-4.50, -3.60, -0.04], [-4.36, 0.83, 0.24], [-1.92, 2.27, -0.23], [-3.27, -4.25, 0.57], [-1.46, -1.86, 5.71]],
  "largest_force_ev_per_a": 3.0,
  "homo_lumo_gap_ev": 2.49,
  "e_tot_ha": -1287.28936,
  "total_charge": 2,
  "homo_ha": -0.5254
}

{
  "formula": "C2H3N3O2",
  "method": "the ωB97M-V functional and the def2-TZVPD basis",
  "species": ["O", "O", "N", "N", "N", "C", "C", "H", "H", "H"],
  "xyz": [[1.43, -0.19, 2.06], [-0.81, 1.85, -1.87], [-0.42, -0.97, -0.73], [-0.55, 0.34, 0.94], [-1.19, -0.15, -0.08], [0.67, -1.21, -0.05], [0.66, -0.36, 1.15], [-0.98, 1.01, 1.56], [-0.27, 1.55, -2.61], [1.45, -1.86, -0.38]],
  "largest_force_ev_per_a": 2.3,
  "e_above_lowest_ev": 5.389,
  "homo_lumo_gap_ev": [8.14, 7.48],
  "e_tot_ha": -392.59549,
  "homo_ha": [-0.3744, -0.3446]
}